w | An isolated ion of composition C3H10NOS and charge +1, computed with ωB97M-V/def2-TZVPD.

Summary:
- Spin multiplicity: 1
- Total charge: +1
- SMILES: [NH3+][C@@H](CO)CS

Element x y z (Å)
N (0.213, 0.778, -1.325)
C (0.050, -0.272, -0.113)
C (1.242, -0.075, 0.746)
O (2.364, 0.295, 0.056)
C (-1.165, -0.308, 0.717)
S (-2.631, -0.388, -0.403)
H (-0.534, 0.931, -1.994)
H (0.172, 1.826, -0.963)
H (1.112, 0.625, -1.689)
H (-0.071, -1.287, -0.477)
H (1.456, -1.015, 1.359)
H (1.023, 0.687, 1.430)
H (2.876, -0.329, -0.544)
H (-0.993, -1.275, 1.419)
H (-1.429, 0.491, 1.364)
H (-3.686, -0.683, 0.419)



x | A 2-piece molecular cluster, C3H10NOS overall, computed with ωB97M-V/def2-TZVPD.

Summary:
- Spin multiplicity: 1
- Total charge: +1

Element x y z (Å)
O (0.275, 2.072, 2.373)
C (-0.147, 0.986, 2.670)
C (-0.617, 0.058, 1.586)
N (-0.643, 0.812, 0.306)
H (-0.161, 0.674, 3.722)
H (0.052, -0.797, 1.484)
H (-1.602, -0.367, 1.762)
H (-1.519, 1.324, 0.162)
H (0.079, 1.543, 0.380)
H (-0.447, 0.220, -0.549)
C (1.285, -1.706, -1.500)
S (-0.161, -0.952, -2.338)
H (0.897, -2.406, -0.768)
H (1.899, -2.185, -2.256)
H (1.903, -0.955, -1.010)
H (0.525, -0.094, -3.112)



y | A 2-piece molecular cluster, C3H10NOS overall, computed with ωB97M-V/def2-TZVPD.

Summary:
- Spin multiplicity: 1
- Total charge: +1

Element x y z (Å)
C (0.710, -0.492, 0.898)
C (1.249, 0.887, 0.501)
S (2.658, 0.739, -0.624)
N (-0.722, -0.389, 1.372)
H (1.268, -0.955, 1.708)
H (0.747, -1.121, 0.013)
H (1.582, 1.464, 1.363)
H (0.463, 1.467, 0.011)
H (1.903, 0.434, -1.704)
H (-1.055, -1.319, 1.637)
H (-1.305, -0.079, 0.570)
H (-0.793, 0.259, 2.151)
O (-2.268, -0.089, -0.941)
C (-1.655, -0.210, -1.975)
H (-1.403, 0.619, -2.649)
H (-1.378, -1.214, -2.332)



Least stable: w